Record 1
{"formula": "C3H3F3", "method": "wB97M-V/def2-TZVPD", "symbols": ["C", "C", "C", "F", "F", "F", "H", "H", "H"], "coordinates": [[-0.479, -0.075, 1.498], [-1.132, 0.530, 0.566], [0.659, -0.076, -1.389], [1.082, 0.831, -2.254], [1.663, -0.236, -0.493], [0.392, -1.220, -1.998], [-0.743, -0.370, 2.479], [0.546, -0.409, 1.220], [-1.986, 1.025, 0.371]], "homo_ev": [-9.93, -9.22], "molar_mass_g_mol": 96.05, "relative_energy_kcal_mol": 101.44, "homo_lumo_gap_ev": [9.79, 8.69]}


Record 2
{"formula": "C4H11BNO2", "method": "wB97M-V/def2-TZVPD", "symbols": ["C", "N", "C", "C", "C", "O", "B", "O", "H", "H", "H", "H", "H", "H", "H", "H", "H", "H", "H"], "coordinates": [[2.617, 0.432, 0.088], [1.884, -0.819, 0.248], [0.627, -0.848, -0.507], [-0.491, -0.040, 0.137], [-1.480, 0.580, -0.880], [-2.725, 0.572, -0.268], [-2.543, -0.007, 1.114], [-1.293, -0.821, 0.965], [1.917, 1.247, -0.098], [3.322, 0.413, -0.756], [3.174, 0.685, 0.994], [2.462, -1.585, -0.067], [0.273, -1.881, -0.542], [0.785, -0.505, -1.545], [-0.043, 0.786, 0.722], [-1.150, 1.598, -1.161], [-1.490, -0.007, -1.818], [-3.497, -0.710, 1.426], [-2.349, 0.910, 1.947]], "homo_ev": -3.55, "charge": -1, "molar_mass_g_mol": 115.95, "homo_lumo_gap_ev": 7.14}


Record 3
{"formula": "C4H5N3O", "method": "wB97M-V/def2-TZVPD", "symbols": ["C", "C", "N", "N", "C", "C", "O", "N", "H", "H", "H", "H", "H"], "coordinates": [[0.902, 0.288, -0.191], [-0.131, 0.953, -0.508], [2.037, 0.155, 0.475], [-1.013, 1.924, -0.415], [-0.001, -1.453, -0.063], [-1.505, -0.972, 0.056], [0.596, -2.012, 0.858], [-2.640, -0.800, 0.162], [2.791, -0.375, 0.059], [1.961, -0.104, 1.465], [-1.509, 2.043, 0.462], [-1.565, 2.123, -1.239], [0.077, -1.771, -1.120]], "homo_ev": [-8.41, -8.41], "molar_mass_g_mol": 111.10, "relative_energy_kcal_mol": 133.77, "homo_lumo_gap_ev": [8.21, 8.21]}


Record 4
{"formula": "NO6S3", "method": "wB97M-V/def2-TZVPD", "symbols": ["N", "O", "O", "O", "O", "O", "O", "S", "S", "S"], "coordinates": [[-1.512, 0.278, -0.628], [0.488, -0.350, 0.868], [-1.830, -0.442, -3.191], [-2.525, -2.143, -1.604], [2.669, -0.308, 1.851], [0.970, 1.277, 2.565], [2.008, 1.506, 0.372], [-0.463, 0.754, 0.256], [-1.466, -1.218, -1.995], [1.660, 0.645, 1.506]], "homo_ev": -6.32, "charge": -1, "molar_mass_g_mol": 206.20, "homo_lumo_gap_ev": 8.24}


Record 5
{"formula": "C27H31Cl2DyN5O2", "method": "wB97M-V/def2-TZVPD", "symbols": ["Dy", "C", "O", "C", "N", "C", "C", "C", "C", "C", "C", "C", "C", "C", "C", "C", "C", "N", "C", "N", "C", "C", "O", "C", "C", "C", "C", "C", "C", "H", "H", "H", "H", "H", "H", "H", "H", "H", "H", "H", "H", "H", "H", "H", "H", "H", "H", "H", "N", "C", "C", "C", "N", "H", "H", "H", "H", "H", "H", "H", "H", "H", "H", "Cl", "C", "Cl", "H", "H"], "coordinates": [[0.189, -0.093, 0.012], [2.238, -4.249, -1.168], [3.292, -3.337, -0.840], [2.747, -2.270, -0.331], [1.463, -2.259, -0.149], [0.967, -3.572, -0.584], [-0.190, -3.454, -1.551], [-0.475, -2.262, -2.224], [-1.556, -2.204, -3.099], [-2.339, -3.326, -3.322], [-2.042, -4.514, -2.673], [-0.982, -4.574, -1.786], [3.553, -1.074, -0.054], [4.943, -1.060, 0.022], [5.579, 0.162, 0.218], [4.814, 1.319, 0.309], [3.429, 1.207, 0.202], [2.804, 0.034, 0.042], [2.522, 2.361, 0.133], [1.264, 2.200, -0.136], [0.715, 3.549, -0.352], [1.881, 4.474, 0.096], [2.983, 3.573, 0.261], [-0.600, 3.826, 0.336], [-1.192, 5.067, 0.117], [-2.413, 5.370, 0.690], [-3.058, 4.435, 1.485], [-2.463, 3.207, 1.725], [-1.236, 2.897, 1.152], [2.458, -5.215, -0.716], [2.217, -4.361, -2.256], [0.619, -4.128, 0.298], [0.243, -1.417, -2.198], [-1.761, -1.298, -3.649], [-3.159, -3.280, -4.020], [-2.631, -5.394, -2.873], [-0.744, -5.507, -1.302], [5.498, -1.981, -0.078], [6.657, 0.215, 0.277], [5.269, 2.289, 0.439], [0.547, 3.658, -1.436], [1.692, 4.967, 1.055], [2.153, 5.219, -0.651], [-0.692, 5.794, -0.504], [-2.860, 6.336, 0.523], [-4.014, 4.665, 1.925], [-2.950, 2.502, 2.381], [-0.734, 1.941, 1.395], [0.236, -0.417, 2.596], [-0.383, -1.757, 2.842], [-1.913, -1.694, 2.878], [-2.565, -0.896, 1.748], [-1.999, -1.257, 0.413], [1.207, -0.481, 2.922], [-0.198, 0.225, 3.271], [-0.048, -2.164, 3.801], [-0.039, -2.437, 2.052], [-2.241, -1.265, 3.825], [-2.282, -2.720, 2.856], [-2.424, 0.184, 1.889], [-3.642, -1.095, 1.784], [-2.683, -0.930, -0.286], [-2.048, -2.282, 0.348], [-3.856, 0.556, -1.554], [-2.779, 1.860, -2.060], [-1.089, 1.299, -2.011], [-2.877, 2.697, -1.366], [-3.019, 2.139, -3.089]], "s2": 9.3342, "spin_multiplicity": 6, "homo_ev": [-17.07, -17.07], "charge": 3, "molar_mass_g_mol": 690.98, "homo_lumo_gap_ev": [7.62, 7.62]}


Record 6
{"formula": "C2H4N3O", "method": "wB97M-V/def2-TZVPD", "symbols": ["C", "C", "N", "N", "N", "O", "H", "H", "H", "H"], "coordinates": [[0.120, -0.533, -1.549], [-0.505, 1.044, 0.953], [0.704, -1.614, -1.435], [0.588, -1.107, 0.739], [0.085, -0.094, 0.356], [0.963, -2.013, -0.158], [0.117, 0.137, -2.459], [-0.414, 1.152, 2.023], [-0.073, 1.962, 0.768], [-1.585, 1.065, 0.762]], "homo_ev": -17.45, "charge": 1, "molar_mass_g_mol": 86.07, "relative_energy_kcal_mol": 133.00, "homo_lumo_gap_ev": 11.76}


Record 7
{"formula": "C2H8N4O", "method": "wB97M-V/def2-TZVPD", "symbols": ["C", "N", "C", "N", "N", "O", "N", "H", "H", "H", "H", "H", "H", "H", "H"], "coordinates": [[-0.762, -1.302, 1.168], [-0.722, -0.034, 0.318], [0.525, 0.239, -0.205], [-1.759, 0.060, -0.672], [0.830, 1.578, -0.194], [2.624, -0.172, -0.887], [1.341, -0.695, -0.606], [2.499, 0.786, -1.042], [-1.772, 0.987, -1.097], [-1.542, -0.579, -1.446], [-0.035, 2.108, -0.270], [1.154, 1.819, 0.741], [-0.512, -2.214, 0.620], [-0.089, -1.169, 2.020], [-1.780, -1.413, 1.552]], "homo_ev": -9.28, "molar_mass_g_mol": 104.11, "relative_energy_kcal_mol": 95.38, "smiles": "CN(N)/C(N)=N/O", "homo_lumo_gap_ev": 10.02}


Record 8
{"formula": "C14H13N3O6Os", "method": "wB97M-V/def2-TZVPD", "symbols": ["Os", "O", "C", "O", "C", "C", "C", "C", "C", "N", "C", "O", "O", "H", "H", "H", "C", "C", "N", "O", "H", "H", "H", "H", "H", "O", "N", "C", "C", "C", "C", "C", "H", "H", "H", "H", "H"], "coordinates": [[-0.357, 0.273, 0.758], [3.711, 1.027, 0.289], [2.529, 1.129, 0.469], [1.725, 0.157, 0.872], [1.800, 2.440, 0.273], [2.374, 3.695, 0.241], [1.527, 4.800, 0.237], [0.147, 4.632, 0.311], [-0.344, 3.343, 0.342], [0.480, 2.304, 0.266], [-1.771, 2.928, 0.605], [-2.701, 3.663, 0.404], [-1.862, 1.686, 1.063], [3.451, 3.789, 0.246], [1.947, 5.797, 0.219], [-0.538, 5.466, 0.374], [-4.421, -1.057, -0.975], [-3.118, -0.324, -0.907], [-2.893, 0.632, -1.805], [-2.300, -0.630, -0.021], [-5.058, -0.709, -1.784], [-4.936, -0.925, -0.024], [-4.219, -2.120, -1.099], [-3.599, 0.890, -2.473], [-2.065, 1.202, -1.759], [0.119, -1.633, -0.179], [0.922, -2.649, 0.090], [1.645, -3.166, -0.917], [2.465, -4.249, -0.694], [2.550, -4.795, 0.578], [1.809, -4.225, 1.601], [0.999, -3.145, 1.335], [1.524, -2.672, -1.868], [3.033, -4.649, -1.520], [3.185, -5.648, 0.767], [1.851, -4.608, 2.610], [0.390, -2.649, 2.075]], "s2": 8.7593, "spin_multiplicity": 6, "homo_ev": [-11.39, -12.88], "charge": 1, "molar_mass_g_mol": 509.50, "homo_lumo_gap_ev": [8.22, 7.17]}


Record 9
{"formula": "C3H8O", "method": "wB97M-V/def2-TZVPD", "symbols": ["C", "H", "H", "H", "H", "O", "C", "C", "H", "H", "H", "H"], "coordinates": [[-4.472, 5.552, -2.118], [-5.321, 6.208, -2.106], [-4.334, 5.741, -3.188], [-4.636, 4.515, -1.860], [-3.817, 5.854, -1.434], [1.588, -1.230, 0.398], [2.263, -2.160, 0.704], [1.761, -3.306, 1.398], [3.366, -2.135, 0.525], [1.951, -3.392, 2.544], [2.176, -4.176, 0.904], [0.599, -3.293, 1.522]], "homo_ev": -9.98, "molar_mass_g_mol": 60.10, "relative_energy_kcal_mol": 34.20, "smiles": "CC=O.C", "homo_lumo_gap_ev": 11.05}


Record 10
{"formula": "C21H11Cl56FNO4", "method": "wB97M-V/def2-TZVPD", "symbols": ["C", "C", "C", "O", "O", "C", "C", "C", "N", "F", "C", "O", "O", "H", "H", "H", "H", "H", "H", "H", "H", "H", "H", "H", "C", "Cl", "Cl", "Cl", "Cl", "C", "Cl", "Cl", "Cl", "Cl", "C", "Cl", "Cl", "Cl", "Cl", "C", "Cl", "Cl", "Cl", "Cl", "C", "Cl", "Cl", "Cl", "Cl", "C", "Cl", "Cl", "Cl", "Cl", "C", "Cl", "Cl", "Cl", "Cl", "C", "Cl", "Cl", "Cl", "Cl", "C", "Cl", "Cl", "Cl", "Cl", "C", "Cl", "Cl", "Cl", "Cl", "C", "Cl", "Cl", "Cl", "Cl", "C", "Cl", "Cl", "Cl", "Cl", "C", "Cl", "Cl", "Cl", "Cl", "C", "Cl", "Cl", "Cl", "Cl"], "coordinates": [[-1.551, 0.659, 7.555], [-0.709, 0.861, 6.295], [-0.566, -0.396, 5.480], [-1.027, -1.471, 5.754], [0.191, -0.177, 4.384], [-0.190, -0.815, 3.165], [-1.017, 0.111, 2.291], [-0.338, 1.410, 1.785], [1.087, 1.478, 1.855], [-0.694, 1.496, 0.416], [-0.890, 2.636, 2.562], [-0.300, 2.824, 3.646], [-1.835, 3.277, 2.093], [-1.344, -0.303, 8.028], [-2.616, 0.720, 7.317], [-1.308, 1.442, 8.280], [0.307, 1.186, 6.541], [-1.147, 1.609, 5.627], [0.738, -1.142, 2.682], [-0.762, -1.731, 3.353], [-1.436, -0.457, 1.455], [-1.875, 0.431, 2.897], [1.551, 0.607, 1.633], [1.375, 1.856, 2.751], [-0.733, 6.668, 1.397], [-2.305, 6.922, 2.167], [0.297, 5.689, 2.431], [-0.950, 5.852, -0.143], [0.042, 8.248, 1.122], [-4.161, 3.105, -1.538], [-3.227, 3.124, -0.064], [-3.188, 3.705, -2.896], [-4.649, 1.432, -1.892], [-5.601, 4.140, -1.368], [-7.611, 0.800, 1.080], [-7.913, 0.116, -0.525], [-6.227, 1.875, 1.018], [-9.052, 1.684, 1.605], [-7.290, -0.512, 2.224], [4.731, 3.717, 0.588], [5.505, 4.153, 2.119], [3.247, 2.823, 0.900], [4.360, 5.193, -0.319], [5.848, 2.726, -0.374], [-7.750, 5.979, 1.903], [-8.029, 5.162, 0.365], [-6.319, 7.000, 1.760], [-9.160, 6.981, 2.299], [-7.502, 4.792, 3.179], [-4.257, -3.046, -0.048], [-3.009, -3.141, 1.195], [-5.794, -3.607, 0.624], [-4.413, -1.385, -0.606], [-3.814, -4.089, -1.411], [6.051, 2.485, -4.991], [7.797, 2.291, -4.786], [5.753, 3.597, -6.337], [5.331, 0.916, -5.362], [5.352, 3.129, -3.512], [-4.647, -7.978, -2.467], [-5.390, -9.322, -3.344], [-5.876, -7.146, -1.517], [-3.389, -8.597, -1.396], [-3.929, -6.855, -3.629], [11.648, 3.803, -6.414], [12.112, 3.035, -7.937], [12.614, 5.263, -6.175], [9.938, 4.219, -6.459], [11.940, 2.681, -5.080], [-0.434, -6.760, 1.381], [-1.563, -5.905, 0.340], [-1.318, -7.601, 2.656], [0.471, -7.954, 0.428], [0.694, -5.611, 2.104], [3.726, 3.986, 5.166], [2.332, 4.292, 4.161], [5.079, 5.030, 4.681], [3.333, 4.308, 6.865], [4.220, 2.295, 4.999], [5.688, -2.282, -8.453], [6.482, -2.992, -9.867], [6.727, -1.048, -7.745], [4.159, -1.556, -8.952], [5.377, -3.546, -7.260], [-0.168, -11.310, 4.612], [0.149, -10.494, 3.086], [-0.472, -13.028, 4.323], [1.226, -11.133, 5.682], [-1.588, -10.585, 5.376], [0.772, -2.370, -11.763], [2.513, -2.557, -11.551], [0.454, -1.244, -13.088], [0.047, -3.937, -12.138], [0.069, -1.737, -10.273]], "homo_ev": -5.95, "charge": -1, "molar_mass_g_mol": 2345.69, "homo_lumo_gap_ev": 7.14}


Record 11
{"formula": "C4H8N2", "method": "wB97M-V/def2-TZVPD", "symbols": ["C", "C", "C", "N", "C", "N", "H", "H", "H", "H", "H", "H", "H", "H"], "coordinates": [[-0.904, -0.988, -0.922], [1.159, 0.014, 0.451], [-0.349, 0.207, -0.187], [1.838, 0.998, -0.121], [-1.157, 1.094, 0.457], [1.464, -0.967, 1.198], [2.819, 1.024, 0.162], [0.547, 0.958, -0.815], [0.686, -1.395, 1.689], [-1.760, -0.704, -1.537], [-0.151, -1.440, -1.569], [-1.230, -1.759, -0.220], [-2.239, 1.049, 0.390], [-0.722, 1.909, 1.024]], "homo_ev": [-8.62, -8.62], "molar_mass_g_mol": 84.12, "relative_energy_kcal_mol": 95.32, "homo_lumo_gap_ev": [7.83, 7.83]}


Record 12
{"formula": "C15H44N4O19", "method": "wB97M-V/def2-TZVPD", "symbols": ["C", "O", "H", "H", "H", "H", "C", "O", "H", "H", "H", "H", "C", "O", "H", "H", "H", "H", "C", "O", "H", "H", "H", "H", "C", "O", "H", "H", "H", "H", "C", "N", "O", "O", "H", "H", "H", "C", "N", "O", "O", "H", "H", "H", "C", "N", "O", "O", "H", "H", "H", "C", "N", "O", "O", "H", "H", "H", "C", "O", "C", "O", "O", "C", "H", "H", "H", "H", "H", "H", "C", "O", "C", "O", "O", "C", "H", "H", "H", "H", "H", "H"], "coordinates": [[22.933, 22.054, -10.951], [23.981, 22.840, -11.282], [22.180, 22.009, -11.738], [23.266, 21.045, -10.712], [22.500, 22.447, -10.031], [24.621, 22.312, -11.765], [18.195, 17.398, -6.749], [19.402, 16.779, -7.067], [18.384, 18.320, -6.199], [17.652, 17.640, -7.663], [17.727, 16.696, -6.058], [19.612, 16.057, -6.470], [10.529, 27.349, -7.083], [9.848, 27.959, -5.991], [9.740, 27.311, -7.834], [11.361, 27.973, -7.412], [10.885, 26.387, -6.714], [9.046, 27.449, -5.856], [14.239, 29.790, -2.889], [13.597, 30.449, -4.031], [15.281, 30.107, -2.846], [13.823, 30.228, -1.982], [14.160, 28.706, -2.800], [12.698, 30.119, -4.092], [15.635, 19.444, -12.555], [15.718, 20.752, -12.056], [15.908, 18.660, -11.850], [14.610, 19.309, -12.903], [16.263, 19.334, -13.439], [15.466, 20.782, -11.130], [21.997, 19.249, -3.328], [21.366, 20.542, -3.703], [20.716, 21.139, -2.855], [21.662, 21.025, -4.772], [23.065, 19.410, -3.179], [21.945, 18.715, -4.277], [21.557, 18.737, -2.473], [19.823, 26.316, -0.639], [19.151, 27.573, -0.218], [17.957, 27.564, 0.120], [19.864, 28.582, -0.133], [20.878, 26.453, -0.399], [19.607, 26.113, -1.688], [19.461, 25.481, -0.039], [18.001, 24.386, -7.670], [16.697, 25.104, -7.431], [15.875, 25.201, -8.343], [16.560, 25.505, -6.299], [18.514, 24.766, -8.553], [17.729, 23.376, -7.975], [18.553, 24.435, -6.731], [24.215, 26.872, -5.169], [23.062, 27.773, -4.970], [21.942, 27.437, -5.430], [23.235, 28.735, -4.323], [23.988, 26.249, -6.034], [24.435, 26.315, -4.259], [25.116, 27.433, -5.415], [7.503, 23.107, -15.981], [8.255, 23.646, -14.884], [9.493, 23.983, -15.151], [10.024, 24.063, -16.247], [10.073, 24.273, -13.971], [11.394, 24.667, -13.871], [6.436, 22.951, -15.824], [7.905, 22.097, -16.061], [7.637, 23.641, -16.922], [11.557, 25.397, -13.078], [11.706, 25.183, -14.779], [11.983, 23.777, -13.651], [11.550, 21.329, -8.464], [11.768, 21.024, -7.089], [12.936, 20.781, -6.619], [13.976, 20.809, -7.292], [12.903, 20.506, -5.303], [14.020, 20.149, -4.550], [12.146, 22.222, -8.654], [10.529, 21.682, -8.607], [11.924, 20.527, -9.100], [14.866, 20.520, -5.130], [14.074, 19.079, -4.348], [14.031, 20.537, -3.532]], "homo_ev": -9.87, "molar_mass_g_mol": 584.53, "relative_energy_kcal_mol": 69.23, "smiles": "C[N+](=O)[O-].C[N+](=O)[O-].C[N+](=O)[O-].C[N+](=O)[O-].COC(=O)OC.COC(=O)OC.CO.CO.CO.CO.CO", "homo_lumo_gap_ev": 9.67}